Entry 1:
Computed, not measured: C18H40CuP2Si as an isolated structure in a non-equilibrium geometry, with the ωB97M-V functional and the def2-TZVPD basis.

Output
Kohn-Sham gap (alpha / beta)   0.181 / 0.257 Ha
LUMO level (alpha / beta)   0.5 / 0.4 eV
Spin multiplicity   2
⟨S²⟩   0.760
Charge   0
Strongest force on any atom   2.40 eV Å⁻¹
Energy relative to the best compared isomer or geometry (same formula, charge and spin)   1.362 eV
Highest occupied orbital energy (alpha / beta)   -4.40 / -6.57 eV

The geometry in XYZ format:
```
62
C18H40CuP2Si | OMol25 | the ωB97M-V functional and the def2-TZVPD basis
P 2.90 0.28 -2.04
P -0.06 -0.36 -3.04
C 2.70 -0.35 -3.75
C 1.30 -0.07 -4.31
H 2.91 -1.44 -3.72
H 3.49 0.14 -4.35
H 1.21 0.99 -4.62
H 1.08 -0.71 -5.18
C -0.17 -2.19 -3.24
H -1.08 -2.54 -2.74
H 0.70 -2.67 -2.77
H -0.21 -2.45 -4.31
C -1.51 0.16 -4.04
H -1.55 -0.40 -4.98
H -1.42 1.23 -4.25
H -2.42 -0.02 -3.45
C 4.47 -0.42 -1.45
H 4.60 -0.19 -0.38
H 5.30 0.01 -2.02
H 4.45 -1.51 -1.58
C 3.32 2.03 -2.31
H 2.48 2.56 -2.79
H 4.21 2.08 -2.96
H 3.53 2.52 -1.35
Cu -2.54 -0.32 0.92
C -1.11 0.38 -0.25
C -0.51 -0.90 -0.26
C 0.89 -1.20 0.06
C 1.49 -0.81 1.43
C 2.42 0.36 1.33
C 2.11 1.52 0.73
C 0.94 1.81 -0.16
C -0.45 1.55 0.44
C -1.25 0.27 3.69
H -1.80 0.65 -1.07
H -1.10 -1.74 -0.64
H 1.55 -0.73 -0.73
H 1.05 -2.29 -0.09
H 0.70 -0.65 2.17
H 2.07 -1.68 1.79
H 3.38 0.26 1.85
H 2.80 2.36 0.84
H 1.02 1.22 -1.10
H 1.00 2.86 -0.48
H -0.40 1.40 1.52
H -1.07 2.44 0.28
H -1.09 1.36 3.64
H -0.80 -0.18 2.80
H -0.70 -0.13 4.56
C -3.15 -1.34 5.33
Si -3.07 -0.17 3.84
C -3.88 -1.04 2.37
C -4.04 1.37 4.29
H -2.97 -2.38 5.03
H -4.14 -1.28 5.81
H -2.39 -1.05 6.07
H -4.91 -1.13 2.78
H -4.09 -0.50 1.41
H -3.51 -2.07 2.25
H -5.00 1.10 4.76
H -3.47 1.97 5.02
H -4.25 2.00 3.41
```

Here are the Löwdin charges for atoms 1 to 8, given in e: P 0.835; P 0.882; C -0.418; C -0.424; H 0.077; H 0.072; H 0.073; H 0.068


Entry 2:
Computed, not measured: C63H69AsGeIrN3OPSeTe as an isolated structure in a non-equilibrium geometry, with the ωB97M-V functional and the def2-TZVPD basis.

Output
Kohn-Sham gap (alpha / beta)   0.218 / 0.164 Ha
LUMO level (alpha / beta)   -5.4 / -7.3 eV
Spin multiplicity   6
⟨S²⟩   8.848
Charge   +2
Strongest force on any atom   1.51 eV Å⁻¹
Highest occupied orbital energy (alpha / beta)   -11.38 / -11.77 eV

The geometry in XYZ format:
```
142
C63H69AsGeIrN3OPSeTe | OMol25 | the ωB97M-V functional and the def2-TZVPD basis
Ir 1.44 0.60 -0.59
N 3.68 0.65 -0.93
C 4.13 -0.72 -0.92
C 5.46 -1.04 -0.80
C 5.86 -2.37 -0.96
C 4.93 -3.33 -1.31
C 3.58 -3.03 -1.41
C 2.61 -4.07 -1.84
C 1.11 -3.68 -1.68
C 0.73 -2.23 -1.37
N 1.84 -1.34 -0.97
C 3.14 -1.72 -1.12
H 3.69 1.00 -1.89
H 4.32 1.24 -0.39
H 6.19 -0.27 -0.62
H 6.91 -2.62 -0.87
H 5.26 -4.34 -1.51
H 2.86 -4.41 -2.85
H 0.53 -4.04 -2.53
H 0.05 -2.28 -0.53
C 5.49 3.30 7.03
C 4.75 3.11 5.74
C 4.18 4.19 5.08
C 3.52 4.04 3.87
C 2.92 5.25 3.21
C 3.41 2.75 3.34
Te 2.24 2.51 1.46
N 1.09 2.58 -0.41
C 1.21 2.88 -1.69
O 0.97 1.91 -2.49
C 1.53 4.22 -2.21
C 1.00 4.62 -3.44
C 1.29 5.87 -3.94
C 2.12 6.73 -3.24
C 2.67 6.34 -2.03
C 2.38 5.09 -1.51
C 0.48 3.00 2.53
C 0.23 2.20 3.64
C -0.91 2.39 4.40
C -1.78 3.41 4.06
C -1.50 4.25 3.00
C -0.37 4.06 2.20
C -0.13 5.01 1.05
C 4.00 1.64 3.95
C 3.96 0.24 3.39
C 4.65 1.85 5.16
H 5.54 4.36 7.30
H 6.50 2.91 6.97
H 4.98 2.77 7.84
H 4.25 5.18 5.51
H 3.41 6.16 3.55
H 1.85 5.33 3.46
H 3.01 5.20 2.12
H 0.37 3.93 -3.98
H 0.87 6.18 -4.89
H 2.34 7.72 -3.63
H 3.34 7.00 -1.49
H 2.82 4.77 -0.58
H 0.95 1.44 3.93
H -1.11 1.75 5.25
H -2.67 3.58 4.66
H -2.16 5.08 2.78
H -0.45 6.01 1.32
H -0.70 4.70 0.17
H 0.91 5.04 0.77
H 3.33 0.17 2.51
H 3.58 -0.46 4.14
H 4.96 -0.09 3.12
H 5.10 0.99 5.66
C -3.52 -3.00 -1.26
C -2.53 -4.17 -1.35
As -1.76 -4.89 0.34
C -0.15 -5.61 -0.48
C 1.02 -4.67 -0.48
C 2.41 -5.25 -0.85
C 2.35 -6.58 -1.53
C 1.22 -7.28 -1.64
C -0.03 -6.82 -1.04
C -2.87 -6.49 0.51
C -4.18 -6.51 0.04
C -4.94 -7.67 0.11
C -4.40 -8.81 0.67
C -3.11 -8.79 1.20
C -2.36 -7.63 1.13
P -2.75 -1.29 -1.10
C -1.55 -1.51 -2.48
C -0.05 -1.51 -2.53
C 0.49 -1.91 -3.87
C -0.27 -1.97 -4.98
C -1.66 -1.70 -4.91
C -2.25 -1.48 -3.67
C -2.00 -1.31 0.58
C -0.83 -0.61 0.92
C -0.34 -0.65 2.21
C -1.06 -1.26 3.22
C -2.28 -1.85 2.92
C -2.73 -1.89 1.61
H -4.26 -3.14 -0.47
H -4.08 -2.94 -2.19
H -1.71 -3.90 -2.01
H -3.04 -5.01 -1.82
H 1.06 -4.12 0.47
H 3.15 -5.27 -0.04
H 3.28 -6.96 -1.94
H 1.22 -8.23 -2.15
H -0.87 -7.50 -1.07
H -4.62 -5.61 -0.39
H -5.94 -7.68 -0.29
H -4.98 -9.72 0.72
H -2.70 -9.67 1.67
H -1.36 -7.61 1.55
H 0.22 -0.44 -2.42
H 1.56 -2.10 -3.91
H 0.18 -2.24 -5.93
H -2.26 -1.71 -5.81
H -3.33 -1.33 -3.64
H -0.26 -0.02 0.17
H 0.62 -0.18 2.42
H -0.68 -1.27 4.23
H -2.88 -2.29 3.71
H -3.67 -2.39 1.41
C -6.50 3.45 -3.38
Ge -4.80 3.71 -2.45
C -5.10 4.50 -0.67
C -3.50 4.78 -3.47
C -4.03 1.84 -2.33
Se -2.35 1.65 -1.42
C -3.05 1.84 0.38
H -6.98 4.42 -3.53
H -7.17 2.82 -2.79
H -6.35 2.99 -4.35
H -5.80 5.33 -0.79
H -4.18 4.90 -0.24
H -5.54 3.79 0.03
H -3.77 5.83 -3.43
H -3.50 4.47 -4.52
H -2.49 4.67 -3.07
H -3.86 1.51 -3.36
H -4.74 1.16 -1.86
H -3.51 2.82 0.46
H -2.23 1.76 1.09
H -3.79 1.06 0.55
```

Here are the Löwdin charges for atoms 1 to 8, given in e: Ir 1.039; N 0.017; C -0.226; C -0.014; C -0.031; C -0.003; C -0.092; C -0.146


Entry 3:
Computed, not measured: a 2-piece molecular cluster, C4H12S3 overall, with the ωB97M-V functional and the def2-TZVPD basis.

Output
Kohn-Sham gap   0.315 Ha
LUMO level   0.5 eV
Structure (SMILES)   CCSS.CCS
Charge   0
Strongest force on any atom   0.61 eV Å⁻¹
Energy relative to the best compared isomer or geometry (same formula, charge and spin)   0.341 eV
Highest occupied orbital energy   -8.05 eV

The geometry in XYZ format:
```
19
C4H12S3 | OMol25 | the ωB97M-V functional and the def2-TZVPD basis
C 1.72 0.29 -3.29
C 0.52 0.62 -2.42
S 1.04 1.71 -1.05
S -0.78 1.69 -0.03
H 2.57 -0.01 -2.68
H 2.03 1.18 -3.84
H 1.48 -0.49 -4.01
H 0.08 -0.26 -1.95
H -0.25 1.16 -2.97
H -0.21 2.06 1.12
C -1.57 -1.60 1.83
C -0.92 -0.57 2.75
S 0.83 -0.39 2.25
H -1.13 -2.59 1.96
H -1.48 -1.27 0.80
H -2.62 -1.70 2.09
H -1.44 0.38 2.62
H -0.93 -0.91 3.78
H 1.06 0.68 3.03
```

Here are the Löwdin charges for atoms 1 to 8, given in e: C -0.180; C -0.636; S 0.416; S 0.311; H 0.066; H 0.070; H 0.073; H 0.056


Entry 4:
Computed, not measured: C11H20Al2BBr4Cl6F2N2O14SSi2 as an isolated structure in a non-equilibrium geometry, with the ωB97M-V functional and the def2-TZVPD basis.

Output
Kohn-Sham gap   0.040 Ha
LUMO level   -9.1 eV
Charge   +1
Strongest force on any atom   2.52 eV Å⁻¹
Energy relative to the best compared isomer or geometry (same formula, charge and spin)   0.000 eV
Highest occupied orbital energy   -10.21 eV

The geometry in XYZ format:
```
65
C11H20Al2BBr4Cl6F2N2O14SSi2 | OMol25 | the ωB97M-V functional and the def2-TZVPD basis
O 1.43 4.15 1.44
S 2.02 2.89 0.91
O 2.83 2.21 1.85
Cl 3.12 3.37 -0.67
C 0.74 1.88 0.23
C -0.43 1.60 1.22
C -1.12 0.28 0.76
C -0.75 -1.06 1.44
Si 0.99 -1.30 2.10
O 1.92 -2.36 1.19
Si 2.16 -2.09 -0.42
H 0.34 2.43 -0.62
H 1.18 0.97 -0.17
H -1.15 2.40 1.04
H -0.11 1.71 2.27
H -0.96 0.18 -0.31
H -2.19 0.40 0.88
H -1.47 -1.31 2.22
H -0.90 -1.83 0.68
H 0.85 -1.85 3.44
H 1.69 0.00 2.27
H 2.81 -3.25 -1.03
H 3.06 -0.93 -0.61
H 0.86 -1.78 -1.05
C 1.32 -5.23 3.54
O 1.00 -4.10 3.11
O 2.53 -5.69 3.08
O 0.68 -5.94 4.31
H 2.81 -4.95 2.52
Al -0.10 5.06 0.64
C 1.10 -5.79 -2.59
Cl 2.22 -4.61 -3.21
Cl 1.38 -6.10 -0.89
Cl -0.54 -5.32 -2.88
Cl 1.41 -7.36 -3.56
B 1.03 7.37 -3.33
O 0.25 6.24 -2.69
C 0.16 5.23 -3.51
O -0.39 4.19 -3.28
C 0.90 5.62 -4.82
O 1.01 4.91 -5.79
O 1.38 6.83 -4.69
F 2.17 7.61 -2.58
F 0.25 8.49 -3.42
Cl -1.79 1.02 3.25
C 1.78 7.83 -8.31
O 2.91 7.53 -7.97
N 0.71 7.02 -8.05
N 1.50 8.98 -8.98
H -0.23 7.25 -8.32
H 0.88 6.17 -7.55
H 2.27 9.59 -9.19
H 0.58 9.25 -9.27
C -2.56 -3.99 5.48
O -2.35 -4.96 6.35
O -1.54 -3.91 4.56
O -3.50 -3.25 5.40
H -0.99 -4.62 4.94
Al -3.35 -6.55 5.88
Br 1.93 -9.30 -2.35
C -6.84 -8.32 9.04
Br -5.44 -9.30 8.15
Br -6.25 -7.65 10.74
Br -7.53 -6.92 7.92
H -7.64 -9.02 9.23
```

Here are the Löwdin charges for atoms 1 to 8, given in e: O -0.526; S 0.318; O -0.284; Cl 0.547; C -0.308; C -0.389; C -0.336; C -0.337


Number 1: energy -90405.659 eV. Number 2: energy -275069.791 eV. Number 3: energy -36848.037 eV. Number 4: energy -444565.890 eV.